Entry 1:
{"formula": "C13H23GeN4O3SZn", "method": "the ωB97M-V functional and the def2-TZVPD basis", "e_homo_ev": -5.16, "e_above_lowest_ev": 0.656, "total_charge": -1, "symbols": ["Ge", "Zn", "S", "O", "O", "O", "N", "N", "N", "N", "C", "C", "C", "C", "C", "C", "C", "C", "C", "C", "C", "C", "C", "H", "H", "H", "H", "H", "H", "H", "H", "H", "H", "H", "H", "H", "H", "H", "H", "H", "H", "H", "H", "H", "H", "H"], "positions_angstrom": [[2.792, 0.234, -1.227], [-0.204, -0.031, 0.354], [-3.347, 0.183, 0.172], [-2.173, 0.094, -0.752], [-1.218, 0.250, 2.042], [-1.963, 1.156, 3.929], [-0.351, -2.071, 0.129], [2.896, -5.112, 0.498], [-1.205, -6.194, 1.562], [-0.187, 2.600, 0.184], [4.728, 0.654, -0.991], [1.778, 0.342, 0.425], [-0.490, 2.504, 2.628], [1.795, -4.778, 0.603], [-4.109, -1.465, 0.120], [-0.475, -5.379, 1.192], [0.440, -4.409, 0.732], [-4.635, 0.957, -0.893], [-0.930, 3.160, 1.316], [2.674, -1.554, -2.047], [2.123, 1.548, -2.562], [0.022, -3.130, 0.419], [-1.283, 1.196, 2.909], [3.272, -1.619, -2.957], [1.636, -1.778, -2.295], [-5.086, -1.415, 0.599], [0.777, 2.915, 0.202], [1.984, 1.314, 0.886], [2.672, 1.455, -3.501], [0.577, 2.276, 2.576], [4.870, 1.672, -0.623], [-3.457, -2.135, 0.677], [-5.584, 0.945, -0.359], [-4.195, -1.796, -0.913], [-4.711, 0.420, -1.837], [-0.812, 4.251, 1.376], [-0.679, 3.180, 3.460], [1.064, 1.369, -2.761], [-0.595, 2.876, -0.700], [2.239, 2.573, -2.203], [5.186, -0.032, -0.277], [2.205, -0.407, 1.102], [-1.993, 2.952, 1.167], [-4.331, 1.987, -1.073], [5.261, 0.560, -1.939], [3.022, -2.319, -1.352]], "atomic_forces_ev_per_a": [[0.139, 0.119, 0.019], [0.296, 0.542, 0.417], [-1.402, -0.048, -0.646], [0.838, 0.171, -0.063], [0.000, 0.025, -0.130], [-0.023, -0.012, -0.042], [0.034, -0.350, 0.021], [-0.014, 0.057, 0.001], [-0.024, 0.052, -0.012], [-0.520, 0.081, -0.127], [-0.217, -0.079, -0.111], [0.378, -0.222, -0.327], [-0.321, -0.425, -0.136], [0.239, 0.004, -0.087], [0.273, 0.200, 0.283], [-0.229, -0.101, 0.054], [0.146, -0.276, 0.106], [0.380, -0.093, 0.474], [0.142, -0.037, -0.013], [-0.055, 0.136, 0.104], [0.048, -0.182, 0.165], [-0.242, 0.260, -0.158], [0.093, 0.359, 0.144], [0.014, 0.036, -0.013], [-0.011, -0.017, -0.008], [0.005, 0.014, 0.041], [-0.075, -0.156, -0.065], [-0.074, -0.086, -0.020], [0.001, 0.000, -0.019], [0.044, 0.030, 0.044], [-0.049, 0.017, 0.026], [0.019, 0.011, 0.011], [-0.013, 0.000, 0.010], [0.063, 0.086, -0.050], [0.088, -0.078, 0.026], [-0.068, -0.033, 0.099], [0.050, -0.053, 0.049], [-0.011, 0.013, -0.010], [0.046, 0.090, -0.039], [-0.003, 0.005, 0.027], [-0.031, -0.019, 0.027], [0.018, -0.080, -0.010], [-0.010, 0.071, -0.084], [0.032, -0.024, 0.026], [-0.002, -0.001, -0.018], [0.006, -0.005, 0.015]]}

=====

Entry 2:
{"formula": "C13H23I2OP2SeTi", "method": "the ωB97M-V functional and the def2-TZVPD basis", "e_homo_ev": [-14.73, -14.73], "multiplicity": 2, "total_charge": 2, "symbols": ["I", "I", "Se", "Ti", "P", "P", "O", "C", "C", "C", "C", "C", "C", "C", "C", "C", "C", "C", "C", "C", "H", "H", "H", "H", "H", "H", "H", "H", "H", "H", "H", "H", "H", "H", "H", "H", "H", "H", "H", "H", "H", "H", "H"], "positions_angstrom": [[-2.174, 0.260, -5.223], [-4.206, 0.338, -3.565], [2.038, -0.205, 0.225], [-0.147, 0.053, -0.657], [-0.552, -2.243, -1.351], [-0.340, 2.444, -1.072], [-1.927, 0.347, 1.894], [1.047, -1.355, 4.209], [-0.552, 3.457, 0.430], [2.490, 0.683, 2.937], [1.242, 2.992, -1.791], [-1.593, 3.114, -2.205], [-0.962, -3.288, 0.087], [1.536, -0.274, 4.952], [-1.751, -2.754, -2.616], [1.283, -1.427, 2.828], [1.024, -2.913, -1.987], [2.269, 0.741, 4.319], [1.928, -0.358, 2.191], [-1.391, 0.201, 0.855], [1.341, -0.214, 6.024], [-2.751, -2.425, -2.320], [1.413, 2.459, -2.736], [0.247, 3.233, 1.151], [-1.736, -3.849, -2.752], [-2.588, 2.778, -1.884], [-1.527, -2.251, -3.563], [0.484, -2.143, 4.706], [-1.431, 2.711, -3.215], [3.096, 1.439, 2.439], [0.974, -2.300, 2.257], [2.071, 2.769, -1.108], [1.289, -2.387, -2.911], [-0.149, -3.285, 0.823], [-1.545, 4.214, -2.212], [1.190, 4.071, -1.988], [-0.525, 4.525, 0.168], [-1.156, -4.318, -0.242], [-1.517, 3.220, 0.900], [0.918, -3.984, -2.206], [-1.862, -2.893, 0.575], [1.833, -2.754, -1.266], [2.667, 1.571, 4.901]], "atomic_forces_ev_per_a": [[0.390, 0.035, -0.226], [-0.288, -0.004, 0.336], [-0.212, -0.101, 0.593], [2.590, -0.310, -1.622], [-0.019, -2.024, -0.471], [-0.034, 1.956, -0.231], [2.585, -0.769, -5.482], [0.371, 0.194, -0.156], [0.021, -0.213, 0.275], [-0.215, 0.167, -0.034], [0.138, -0.127, -0.036], [-0.273, -0.368, -0.163], [-0.107, 0.114, 0.212], [-0.078, 0.176, -0.379], [-0.276, 0.248, -0.135], [-0.214, 0.320, -0.070], [0.195, 0.092, -0.010], [-0.071, -0.529, -0.151], [-0.063, 0.041, 0.340], [-4.377, 0.948, 7.965], [0.076, -0.051, -0.338], [0.040, -0.188, -0.016], [0.021, 0.197, 0.143], [-0.184, 0.104, -0.167], [0.064, 0.457, 0.119], [0.170, 0.243, -0.057], [0.040, -0.203, 0.130], [0.234, 0.102, -0.151], [-0.008, 0.223, 0.198], [-0.270, -0.054, 0.168], [-0.071, 0.255, 0.180], [-0.212, 0.128, -0.174], [-0.019, -0.135, 0.065], [-0.162, -0.034, -0.262], [0.016, -0.393, -0.011], [0.053, -0.243, 0.021], [0.007, -0.347, 0.048], [0.089, 0.267, 0.061], [0.233, 0.164, -0.128], [-0.034, 0.232, 0.037], [0.111, -0.193, -0.082], [-0.240, -0.147, -0.154], [-0.016, -0.232, -0.182]]}

=====

Entry 3:
{"formula": "C13H23IO6Si2", "method": "the ωB97M-V functional and the def2-TZVPD basis", "e_homo_ev": -9.53, "symbols": ["I", "Si", "Si", "O", "O", "O", "O", "O", "O", "C", "C", "C", "C", "C", "C", "C", "C", "C", "C", "C", "C", "C", "H", "H", "H", "H", "H", "H", "H", "H", "H", "H", "H", "H", "H", "H", "H", "H", "H", "H", "H", "H", "H", "H", "H"], "positions_angstrom": [[-3.188, 2.113, 0.263], [-0.801, 1.702, -2.798], [0.814, 3.838, -4.030], [-0.115, 2.497, -4.064], [0.876, -1.481, -0.088], [2.288, -6.074, 2.658], [1.939, 1.366, 1.938], [0.715, -2.453, 6.191], [-0.495, -0.840, -1.813], [2.041, 0.469, 0.841], [1.897, -5.547, 4.919], [1.107, -2.978, 3.927], [0.781, -0.386, 0.803], [0.826, -1.164, -1.434], [-4.380, 3.831, -1.899], [-2.606, 2.192, -2.722], [-3.052, 3.139, -1.610], [1.502, -4.639, 5.806], [1.075, -3.279, 5.382], [1.498, -3.885, 3.037], [-0.517, -0.130, -3.057], [1.927, -5.243, 3.463], [-2.825, 2.697, -3.679], [-4.594, 4.632, -1.185], [1.494, -0.315, -1.677], [-1.336, -0.558, -3.659], [1.523, -3.686, 1.972], [-3.213, 1.270, -2.715], [2.923, -0.163, 1.003], [0.889, 4.375, -5.403], [-5.224, 3.130, -1.877], [-2.288, 3.897, -1.392], [1.163, -2.068, -1.957], [0.226, 4.856, -3.126], [2.171, 3.498, -3.547], [2.195, 1.014, -0.104], [-4.341, 4.279, -2.903], [0.790, -1.983, 3.643], [-0.096, 2.134, -1.556], [-0.099, 0.223, 0.573], [1.789, 2.253, 1.631], [0.407, -0.333, -3.621], [1.469, -4.833, 6.871], [0.634, -0.823, 1.797], [2.213, -6.543, 5.200]], "atomic_forces_ev_per_a": [[0.069, -0.201, 0.209], [0.036, 0.026, 0.499], [0.361, 0.436, -0.227], [-0.099, -0.088, -0.148], [0.118, -0.246, -0.067], [0.005, -0.004, -0.005], [0.142, -0.416, 0.239], [-0.008, 0.009, 0.001], [0.011, 0.145, 0.067], [0.157, 0.083, -0.113], [0.006, -0.008, -0.055], [-0.024, 0.030, 0.044], [-0.133, 0.081, 0.182], [0.166, -0.009, 0.098], [-0.170, 0.062, -0.155], [-0.355, -0.261, -0.152], [0.081, 0.430, -0.016], [-0.016, 0.056, 0.009], [0.039, -0.084, -0.047], [0.017, -0.036, -0.036], [-0.175, -0.575, -0.290], [-0.020, 0.043, 0.047], [0.088, -0.164, 0.115], [0.096, -0.187, -0.028], [-0.132, -0.178, 0.014], [0.209, 0.077, 0.100], [-0.004, 0.005, -0.001], [0.025, 0.328, 0.036], [-0.191, 0.029, -0.049], [0.015, 0.013, 0.054], [0.238, 0.071, -0.042], [-0.140, -0.187, -0.218], [-0.041, 0.162, -0.072], [0.003, -0.043, -0.017], [-0.012, 0.035, 0.012], [-0.065, -0.117, 0.231], [0.010, -0.074, 0.194], [-0.001, 0.010, 0.047], [-0.024, -0.044, -0.007], [0.017, 0.056, 0.004], [-0.128, 0.420, -0.226], [-0.187, 0.183, -0.023], [0.001, 0.000, -0.001], [0.014, 0.134, -0.201], [0.000, 0.000, -0.002]]}

=====

Entry 4:
{"formula": "C13H23N4O2S", "method": "the ωB97M-V functional and the def2-TZVPD basis", "e_homo_ev": -10.90, "total_charge": 1, "symbols": ["S", "O", "O", "N", "N", "N", "N", "C", "C", "C", "C", "C", "C", "C", "C", "C", "C", "C", "C", "C", "H", "H", "H", "H", "H", "H", "H", "H", "H", "H", "H", "H", "H", "H", "H", "H", "H", "H", "H", "H", "H", "H", "H"], "positions_angstrom": [[-2.118, 2.155, 1.945], [-2.247, -0.654, 1.405], [-4.817, -4.654, -4.497], [-0.329, -0.976, 0.349], [4.440, -0.476, 0.082], [-4.076, -3.644, -2.593], [-0.491, 0.320, 0.675], [-0.598, 3.150, 2.258], [1.967, 2.155, 0.770], [1.625, 3.671, 0.939], [-1.446, -1.553, 0.819], [-4.920, -4.427, -3.311], [-1.610, 0.562, 1.321], [3.490, 1.830, 0.605], [4.852, -0.185, 1.261], [0.044, 3.773, 0.956], [3.424, 0.528, -0.311], [-2.954, -3.018, -3.270], [-4.258, -3.414, -1.176], [4.188, 1.099, 1.839], [1.451, 1.827, -0.162], [5.603, -0.849, 1.728], [1.942, 4.183, -0.002], [4.677, -1.257, -0.527], [0.132, 2.581, 2.872], [-3.327, -2.376, -4.070], [3.438, 0.803, 2.616], [-1.588, -2.631, 0.666], [1.567, 1.559, 1.617], [3.223, 0.697, -1.388], [-0.331, 3.162, 0.099], [2.478, 0.012, 0.015], [-4.387, -2.343, -1.001], [-2.321, -3.790, -3.712], [4.949, 1.693, 2.388], [-5.134, -3.944, -0.806], [-0.951, 4.003, 2.887], [2.085, 4.155, 1.826], [-3.373, -3.769, -0.640], [-2.371, -2.425, -2.567], [-0.320, 4.807, 0.791], [4.130, 2.513, 0.007], [-5.736, -4.853, -2.704]], "atomic_forces_ev_per_a": [[-0.586, -0.636, 0.242], [-1.401, -0.068, 0.900], [0.163, 0.125, 0.059], [-2.855, -1.207, 1.380], [-0.129, 2.072, 0.238], [-0.197, -0.133, 0.121], [0.454, 2.656, 0.296], [0.665, 0.503, -0.375], [0.757, 1.423, 0.045], [-1.154, -0.452, -0.644], [2.822, 0.949, -1.416], [-0.061, -0.043, 0.002], [2.537, -1.547, -1.434], [0.301, -3.285, -0.871], [0.236, 0.032, 0.260], [0.245, -0.877, -0.008], [-3.059, -0.506, -0.208], [-0.174, -0.175, -0.202], [0.204, 0.131, -0.327], [0.704, 0.189, -0.105], [0.251, 0.183, 0.840], [-0.579, 0.564, 0.030], [0.054, -0.140, 0.860], [0.226, 0.044, 0.458], [-0.539, 0.237, -0.465], [0.150, 0.004, -0.022], [0.479, 0.006, -0.676], [-0.817, 0.792, 0.579], [0.239, 0.243, -0.695], [0.998, -0.169, 0.483], [0.354, 0.584, 0.517], [0.590, 0.363, -0.384], [-0.023, -0.042, 0.213], [0.057, 0.124, -0.056], [-0.376, -0.339, -0.392], [0.034, -0.001, -0.066], [-0.094, -0.929, -0.291], [-0.193, -0.315, -0.529], [-0.099, 0.015, 0.172], [-0.083, -0.039, 0.036], [0.302, -0.562, 0.262], [-0.424, 0.195, 1.102], [0.021, 0.035, 0.073]]}

=====

Entry 5:
{"formula": "C13H23N5O3PdS", "method": "the ωB97M-V functional and the def2-TZVPD basis", "e_homo_ev": [-14.39, -14.32], "multiplicity": 3, "e_above_lowest_ev": 0.247, "total_charge": 2, "symbols": ["Pd", "S", "O", "O", "O", "N", "N", "N", "N", "N", "C", "C", "C", "C", "C", "C", "C", "C", "C", "C", "C", "C", "C", "H", "H", "H", "H", "H", "H", "H", "H", "H", "H", "H", "H", "H", "H", "H", "H", "H", "H", "H", "H", "H", "H", "H"], "positions_angstrom": [[0.263, -0.080, 0.047], [1.743, -1.694, -0.774], [-1.508, -1.220, 1.183], [2.016, 1.373, 0.739], [0.839, -0.548, 2.236], [-0.841, 1.437, -0.786], [-1.211, 4.868, 0.847], [-2.600, 5.749, -0.764], [-1.829, 3.641, -1.051], [1.357, -3.744, -2.380], [1.827, 0.264, 2.863], [-1.867, 4.738, -0.313], [-0.765, -2.800, -3.753], [-0.203, -2.038, -2.752], [0.832, -4.508, -3.365], [2.871, 1.970, -0.250], [-0.245, -4.060, -4.070], [2.767, 0.745, 1.785], [-1.432, -1.171, 2.611], [0.893, -2.521, -2.034], [-1.265, 2.524, -0.840], [-2.544, -2.054, 0.657], [0.003, -1.374, 3.046], [0.309, -2.412, 2.909], [-2.673, -1.793, -0.391], [3.491, 2.738, 0.213], [-2.273, -3.107, 0.746], [-1.242, 5.720, 1.380], [3.468, 1.464, 2.213], [-2.674, 6.622, -0.273], [-0.571, -1.048, -2.532], [-3.483, -1.873, 1.180], [3.336, -0.094, 1.373], [-3.107, 5.631, -1.625], [-1.811, -0.202, 2.943], [-1.609, -2.418, -4.312], [-2.048, -1.956, 3.052], [0.104, -1.110, 4.099], [2.229, 2.420, -1.002], [-0.591, 4.142, 1.158], [2.397, -0.315, 3.592], [3.511, 1.217, -0.711], [2.153, -4.099, -1.864], [-0.667, -4.665, -4.858], [1.345, 1.104, 3.371], [1.308, -5.461, -3.542]], "atomic_forces_ev_per_a": [[0.004, 0.041, 1.130], [0.049, -0.229, -0.151], [0.093, -0.022, -0.239], [-0.039, -0.052, -0.029], [0.116, -0.098, -0.295], [-0.083, 0.377, -0.180], [0.005, 0.030, 0.022], [-0.018, 0.024, 0.022], [-0.278, 0.085, -0.410], [0.012, -0.043, 0.008], [0.045, 0.108, -0.029], [0.179, -0.094, 0.130], [0.013, -0.029, -0.004], [0.017, 0.010, -0.001], [0.057, -0.016, 0.029], [-0.017, -0.025, 0.007], [-0.082, 0.025, -0.070], [-0.034, -0.022, 0.000], [0.056, 0.007, 0.005], [0.036, 0.038, -0.045], [-0.029, -0.122, 0.045], [-0.059, -0.008, -0.007], [-0.096, -0.054, -0.004], [0.048, 0.000, -0.020], [0.034, 0.001, -0.009], [-0.010, 0.011, 0.039], [0.014, -0.002, 0.023], [0.005, -0.003, 0.003], [0.036, 0.019, -0.003], [-0.004, 0.007, -0.012], [-0.060, 0.054, 0.018], [-0.009, 0.035, 0.002], [0.016, -0.015, -0.040], [0.007, -0.014, -0.002], [-0.002, 0.022, -0.013], [0.004, 0.028, 0.014], [-0.043, 0.010, -0.015], [0.046, 0.012, 0.011], [-0.027, -0.019, -0.005], [-0.007, -0.011, 0.006], [-0.015, -0.023, 0.021], [-0.014, -0.039, -0.012], [0.005, -0.022, -0.003], [0.010, 0.001, 0.022], [-0.016, 0.006, 0.004], [0.034, 0.009, 0.034]]}